{"formula": "C37H93O24P3", "method": "wB97M-V/def2-TZVPD", "symbols": ["C", "O", "P", "O", "O", "C", "O", "C", "H", "H", "H", "H", "H", "H", "H", "H", "H", "C", "O", "P", "O", "O", "C", "O", "C", "H", "H", "H", "H", "H", "H", "H", "H", "H", "C", "O", "P", "O", "O", "C", "O", "C", "H", "H", "H", "H", "H", "H", "H", "H", "H", "C", "O", "C", "C", "O", "C", "H", "H", "H", "H", "H", "H", "H", "H", "H", "H", "C", "O", "C", "C", "O", "C", "H", "H", "H", "H", "H", "H", "H", "H", "H", "H", "C", "O", "C", "C", "O", "C", "H", "H", "H", "H", "H", "H", "H", "H", "H", "H", "C", "O", "C", "C", "O", "C", "H", "H", "H", "H", "H", "H", "H", "H", "H", "H", "C", "O", "C", "C", "O", "C", "H", "H", "H", "H", "H", "H", "H", "H", "H", "H", "C", "C", "C", "O", "C", "H", "H", "H", "H", "H", "H", "H", "H", "C", "C", "C", "O", "C", "H", "H", "H", "H", "H", "H", "H", "H"], "coordinates": [[5.00630, -5.73139, -0.84778], [4.03627, -6.25595, -0.00191], [2.47757, -6.06414, -0.31429], [2.09801, -6.61667, -1.63458], [1.71013, -6.77864, 0.90752], [0.29206, -6.84452, 0.90818], [2.26300, -4.47140, 0.05179], [1.31544, -3.79643, -0.73160], [4.66199, -5.10225, -1.66859], [5.55997, -6.57216, -1.26569], [5.75655, -5.24459, -0.22469], [0.04906, -7.73048, 0.32156], [-0.01689, -5.96502, 0.34326], [-0.06719, -6.92697, 1.93397], [1.64941, -3.41036, -1.69467], [0.89740, -3.06466, -0.04032], [0.54218, -4.50662, -1.02451], [-5.29870, -0.28011, -3.18039], [-6.09525, 0.62314, -2.48434], [-7.51439, -0.02033, -1.91317], [-8.49782, -0.50967, -2.95753], [-6.92027, -1.20550, -0.91820], [-7.73662, -2.31691, -0.51454], [-8.05845, 1.14449, -0.92725], [-8.82991, 2.21639, -1.53054], [-4.43281, -0.59764, -2.59943], [-5.10687, 0.26662, -4.10364], [-5.80721, -1.19514, -3.48411], [-7.26290, -3.04399, -1.17412], [-8.79119, -2.37506, -0.78394], [-7.63318, -2.64790, 0.51883], [-8.40672, 3.11445, -1.08055], [-9.79723, 2.06545, -1.05135], [-8.84010, 2.21422, -2.62049], [0.09209, 0.92025, 1.18152], [-1.17924, 0.26493, 1.17358], [-1.74636, -0.64251, -0.05566], [-0.89424, -1.72392, -0.60838], [-2.16942, 0.43017, -1.18438], [-1.16126, 1.09627, -1.94949], [-3.16336, -1.01147, 0.65439], [-3.86975, -2.15563, 0.26636], [-0.07840, 1.98169, 1.00159], [0.71678, 0.49578, 0.39559], [0.57121, 0.76097, 2.14753], [-0.44858, 0.33429, -2.26504], [-0.90205, 2.10115, -1.61612], [-1.56729, 1.28528, -2.94323], [-3.54390, -3.09899, 0.70453], [-3.77640, -2.34378, -0.80321], [-4.90913, -2.09909, 0.58976], [1.14391, 4.57106, 3.42563], [2.26517, 5.46766, 3.39350], [3.20990, 4.90327, 4.34479], [4.29889, 5.99410, 4.63988], [5.57742, 5.51484, 4.87345], [6.57286, 6.38249, 5.12626], [1.46590, 3.66030, 2.92070], [0.20088, 4.90840, 2.99552], [0.89000, 4.25872, 4.43858], [3.66254, 3.98041, 3.98208], [2.72415, 4.72105, 5.30341], [3.96449, 6.74763, 5.35296], [4.37552, 6.53928, 3.69913], [6.85690, 7.09234, 4.34940], [7.38486, 5.79911, 5.56036], [6.31768, 7.03539, 5.96095], [-1.24750, 4.10138, -4.04608], [0.01788, 3.51982, -3.70090], [1.04318, 4.43610, -3.15301], [2.15604, 3.59565, -2.50277], [2.86723, 4.36284, -1.53406], [4.02628, 3.78420, -0.99851], [-1.11854, 5.00517, -4.64159], [-1.74448, 4.34283, -3.10650], [-1.84048, 3.52741, -4.75814], [0.76740, 5.20633, -2.43275], [1.49967, 4.94428, -4.00240], [2.86173, 3.29410, -3.27683], [1.83262, 2.66159, -2.04341], [3.92618, 2.90912, -0.35640], [4.46116, 4.51429, -0.31591], [4.73528, 3.58127, -1.80117], [3.50425, 0.14675, 3.43809], [3.28693, -0.32325, 2.14305], [3.86578, -1.60472, 1.83987], [4.48789, -1.43022, 0.46425], [5.50681, -0.42090, 0.28970], [6.66131, -0.63886, 1.06716], [2.94158, 1.05739, 3.64360], [4.58089, 0.31305, 3.47394], [3.28920, -0.61627, 4.18618], [3.14948, -2.42251, 1.91876], [4.47238, -1.92519, 2.68689], [3.64340, -1.21121, -0.18917], [4.88373, -2.37829, 0.10014], [6.95849, -1.66082, 0.83184], [6.65881, -0.48260, 2.14590], [7.48967, -0.02162, 0.71941], [-2.16494, -4.44222, -3.21716], [-3.10619, -4.62089, -2.17040], [-2.67383, -5.39941, -1.11012], [-2.70099, -6.92710, -1.50769], [-2.62515, -7.76865, -0.39524], [-2.47524, -9.20379, -0.72040], [-1.71173, -5.34692, -3.62239], [-1.33514, -3.88635, -2.78063], [-2.58809, -3.86692, -4.04061], [-3.34515, -5.35979, -0.25230], [-1.71000, -5.10392, -0.69560], [-1.88810, -7.18678, -2.18584], [-3.55399, -7.19090, -2.13290], [-3.45790, -9.45265, -1.12109], [-2.33217, -9.91514, 0.09300], [-1.61194, -9.38696, -1.36013], [5.22875, 1.88265, -5.60714], [4.15349, 1.26756, -4.92121], [3.44762, 0.44106, -5.84055], [2.16121, -0.08490, -5.24222], [2.49334, -1.08841, -4.25692], [2.93227, -0.53586, -3.01148], [5.93669, 1.21191, -6.09401], [5.57182, 2.51035, -4.78471], [4.66932, 2.53286, -6.27972], [4.07155, -0.28451, -6.36243], [3.16333, 1.13655, -6.63022], [1.76358, -0.68097, -6.06362], [1.44001, 0.71066, -5.05501], [2.90569, -1.38287, -2.32593], [2.23926, 0.18034, -2.57001], [3.99980, -0.35190, -3.13249], [-5.38822, 3.40137, -0.01940], [-4.95119, 4.16733, 1.23587], [-4.13130, 3.18634, 2.04325], [-3.80919, 2.15667, 1.21951], [-4.84050, 2.01935, 0.23979], [-5.03215, 3.74891, -0.98921], [-6.47130, 3.49620, -0.09713], [-5.61870, 4.86157, 1.74634], [-4.15363, 4.77463, 0.80787], [-4.69781, 2.79262, 2.88714], [-3.23240, 3.73811, 2.31825], [-5.54306, 1.31630, 0.68725], [-4.47661, 1.39482, -0.57609], [0.50238, 0.99425, 5.17770], [0.86630, 1.80686, 6.40622], [-0.38281, 2.62730, 6.58705], [-1.40290, 1.68557, 6.27009], [-0.99181, 0.71226, 5.34824], [1.08272, 0.07175, 5.16110], [0.81740, 1.51238, 4.27193], [1.74817, 2.44123, 6.49565], [0.85237, 1.05609, 7.19631], [-0.46724, 3.43052, 5.85506], [-0.38891, 3.00104, 7.61096], [-1.56570, 0.79878, 4.42560], [-0.92953, -0.30691, 5.72968]], "lowdin_spin": [0.000, 0.000, 0.000, 0.000, 0.000, 0.000, 0.000, 0.000, 0.000, 0.000, 0.000, 0.000, 0.000, 0.000, 0.000, 0.000, 0.000, 0.000, 0.000, 0.000, 0.000, 0.000, 0.000, 0.000, 0.000, 0.000, 0.000, 0.000, 0.000, 0.000, 0.000, 0.000, 0.000, 0.000, 0.000, 0.000, 0.000, 0.000, 0.000, 0.000, 0.000, 0.000, 0.000, 0.000, 0.000, 0.000, 0.000, 0.000, 0.000, 0.000, 0.000, 0.000, 0.000, 0.000, 0.000, 0.000, 0.000, 0.000, 0.000, 0.000, 0.000, 0.000, 0.000, 0.000, 0.000, 0.000, 0.000, 0.000, 0.000, 0.000, 0.000, 0.000, 0.000, 0.000, 0.000, 0.000, 0.000, 0.000, 0.000, 0.000, 0.000, 0.000, 0.000, 0.000, 0.000, 0.000, 0.000, 0.000, 0.000, 0.000, 0.000, 0.000, 0.000, 0.000, 0.000, 0.000, 0.000, 0.000, 0.000, 0.000, 0.000, 0.000, 0.000, 0.000, 0.000, 0.000, 0.000, 0.000, 0.000, 0.000, 0.000, 0.000, 0.000, 0.000, 0.000, 0.011, 0.109, 0.081, 0.047, 0.544, 0.086, 0.002, 0.000, 0.004, 0.001, 0.029, 0.003, 0.007, 0.016, 0.007, 0.050, 0.000, 0.000, 0.000, 0.000, 0.000, 0.000, 0.000, 0.000, 0.000, 0.000, 0.000, 0.000, 0.000, 0.000, 0.000, 0.000, 0.000, 0.000, 0.000, 0.000, 0.000, 0.000, 0.000, 0.000, 0.000, 0.000], "fmax_ev_per_a": 3.723, "charge": 1, "s_squared": 0.75, "homo_lumo_gap_ev": [8.154, 1.801], "spin_multiplicity": 2}